DFT (wB97M-V/def2-TZVPD) results for the molecule C4H7NO2.

SMILES ... C[C@H]1NC(=O)CO1
Energy relative to the best compared isomer or geometry (same formula, charge and spin) ... 0.5927 eV
LUMO energy ... 0.8479 eV
E_HOMO ... -0.362 Eh
E ... -9846.68696 eV
Orbital gap ... 10.7 eV

```
14
C4H7NO2, DFT wB97M-V/def2-TZVPD
C -1.950 -0.154 -0.370
C -0.444 -0.170 -0.425
N 0.206 1.066 -0.002
C 1.486 0.756 0.385
O 2.450 1.488 0.427
C 1.430 -0.734 0.718
O 0.087 -1.117 0.478
H -2.300 0.048 0.645
H -2.339 0.611 -1.050
H -2.327 -1.127 -0.699
H -0.115 -0.422 -1.450
H 0.052 1.938 -0.489
H 1.687 -0.917 1.765
H 2.130 -1.286 0.075
```